1.
# C14H20ClNO2

One molecule with the formula C14H20ClNO2 (ωB97M-V/def2-TZVPD, OMol25).

Frontier orbital gap: 0.3295 Eh
Energy above the lowest of the compared OMol25 structures with the same formula, charge and spin: 0.3 kcal/mol
DFT total energy: -32950.3145 eV
SMILES string: CCN(CC)C[C@@H](C)OC(=O)c1ccccc1Cl

```
! wB97M-V def2-TZVPD RIJCOSX def2/J DEFGRID3
* xyz 0 1
C -5.1184 -2.2188 -0.0211
C -4.8713 -0.8679 0.6621
N -3.7995 -0.0694 0.1059
C -4.1159 0.5792 -1.1578
C -4.4631 2.0508 -0.9383
C -2.4909 -0.6762 0.1743
C -1.4111 0.3978 0.3635
C -1.5788 1.1332 1.6858
O -0.1437 -0.2731 0.3257
C 0.9007 0.4209 -0.1381
O 0.8343 1.5579 -0.5295
C 2.1367 -0.4123 -0.1324
C 2.0326 -1.7975 -0.2500
C 3.1599 -2.5940 -0.2832
C 4.4161 -2.0143 -0.1926
C 4.5410 -0.6437 -0.0653
C 3.4080 0.1582 -0.0387
Cl 3.6084 1.8554 0.1457
H -5.3330 -2.0849 -1.0790
H -5.9676 -2.7154 0.4409
H -4.2476 -2.8628 0.0741
H -4.6422 -1.0385 1.7186
H -5.7818 -0.2655 0.6140
H -3.2593 0.5090 -1.8339
H -4.9613 0.0838 -1.6510
H -4.7282 2.5196 -1.8828
H -3.6159 2.5787 -0.5100
H -5.3040 2.1404 -0.2556
H -2.4548 -1.3425 1.0387
H -2.2407 -1.2680 -0.7229
H -1.4392 1.1179 -0.4628
H -2.5917 1.5196 1.7431
H -0.8704 1.9552 1.7527
H -1.4085 0.4493 2.5143
H 1.0494 -2.2356 -0.3209
H 3.0615 -3.6644 -0.3800
H 5.3017 -2.6310 -0.2186
H 5.5129 -0.1830 0.0136
*
```


2.
# C7H13NO

A 2-piece molecular cluster, C7H13NO overall in a non-equilibrium geometry (ωB97M-V/def2-TZVPD, OMol25).

Frontier orbital gap: 0.3530 Eh
Energy above the lowest of the compared OMol25 structures with the same formula, charge and spin: 149.4 kcal/mol
DFT total energy: -11001.2744 eV

```
! wB97M-V def2-TZVPD RIJCOSX def2/J DEFGRID3
* xyz 0 1
C 0.7447 1.6701 0.2074
C -0.0924 0.3455 -0.4491
C -1.1174 0.9596 -1.2782
C 1.3531 -1.5219 -0.5781
C 0.3920 -1.6767 0.5573
C -0.5734 -0.5882 0.5883
C -1.2106 -0.0688 1.6720
H 1.2473 1.2806 1.2527
H 1.8686 1.7791 -0.6938
H -0.1952 2.4639 0.3031
H -1.8133 1.5989 -0.6728
H -1.6134 0.2051 -1.9615
H -0.6088 1.7775 -1.9496
H 1.4322 0.0656 -1.8846
H 1.5782 -2.4087 -1.1915
H 2.1347 -1.1386 0.0128
H 0.7057 -2.3743 1.3421
H -2.4099 0.0049 1.4074
H -1.0333 -0.9176 2.6901
H -0.6135 0.9664 1.8895
N 0.6390 -0.4996 -1.3458
O -0.8142 -1.9228 0.0823
*
```


3.
# C10H19NO4Rb

C10H19NO4Rb as an isolated structure in a non-equilibrium geometry (ωB97M-V/def2-TZVPD, OMol25).

Frontier orbital gap: 0.1409 Eh
Energy above the lowest of the compared OMol25 structures with the same formula, charge and spin: 33.2 kcal/mol
DFT total energy: -21013.2867 eV

```
! wB97M-V def2-TZVPD RIJCOSX def2/J DEFGRID3
* xyz -1 1
Rb -0.8744 1.6831 -3.6598
O 3.7965 1.2361 -5.4527
C 3.0573 1.1379 -4.2857
O 3.4912 0.2465 -3.5029
O 2.0655 1.8671 -4.0319
H 4.3434 0.4729 -5.1364
C -1.0627 -1.3631 -0.7757
C -1.5924 -0.2560 0.1457
C -2.1264 -0.8814 1.4782
C -1.0041 -1.4105 2.3516
C 0.1044 -0.3684 2.5594
C 0.5702 0.3424 1.2964
N -0.6326 0.8168 0.5410
O -0.2653 1.5571 -0.5832
C 1.5451 -0.5706 0.5453
C 1.2618 1.5848 1.8869
C -2.8604 0.4047 -0.4628
H -0.2026 -1.1099 -1.3933
H -1.8479 -1.6025 -1.5063
H -0.8884 -2.3171 -0.2766
H -2.8661 -1.6533 1.2477
H -2.6021 -0.1110 2.0898
H -0.5895 -2.3502 1.9775
H -1.4393 -1.5687 3.3434
H 0.9188 -0.8809 3.0809
H -0.2985 0.2943 3.3314
H 1.0786 -1.5347 0.3256
H 2.3920 -0.9256 1.1370
H 1.7544 -0.1533 -0.4402
H 0.5366 2.3248 2.2275
H 1.9373 2.2119 1.2950
H 1.9522 1.2427 2.6655
H -2.5923 0.8769 -1.4097
H -3.4386 1.0783 0.1687
H -3.6218 -0.3211 -0.7772
*
```


4.
# C28H21N5O2SW

C28H21N5O2SW as an isolated structure (ωB97M-V/def2-TZVPD, OMol25).

Frontier orbital gap: 0.2370 Eh
DFT total energy: -53560.8653 eV

```
! wB97M-V def2-TZVPD RIJCOSX def2/J DEFGRID3
* xyz 2 1
W -0.6300 -0.0826 -0.4513
O -0.8375 1.5847 -1.9486
S -2.0961 2.2103 -1.4401
O -2.1577 3.6097 -1.2591
N -2.1540 1.4011 0.0590
C -2.5709 1.6503 1.4237
C -3.1144 2.4969 2.2725
C -3.8727 1.6734 3.2940
C -2.8749 -0.0869 4.1997
C -1.4679 -0.3297 3.7393
C -0.3034 -0.6683 4.4092
C 0.8275 -0.9797 3.6505
C 0.7749 -0.9509 2.2727
N -0.3553 -0.6167 1.6055
C -1.4229 -0.3171 2.3636
C -3.4193 1.5474 -2.3416
C -3.1858 1.1044 -3.6392
C -4.2716 0.6742 -4.3859
C -5.5454 0.6920 -3.8350
C -5.7570 1.1481 -2.5375
C -4.6913 1.5928 -1.7784
H -3.1844 3.5717 2.1895
H -4.9024 2.0312 3.2987
H -3.2133 -0.9231 4.8099
H -0.2587 -0.7064 5.4904
H 1.7532 -1.2604 4.1320
H 1.6405 -1.2017 1.6763
H -2.1903 1.1133 -4.0614
H -4.1223 0.3319 -5.4004
H -6.3867 0.3531 -4.4243
H -6.7557 1.1654 -2.1240
H -4.8494 1.9692 -0.7749
N -7.6132 0.0106 6.8497
C -6.7390 0.1130 6.1127
C -5.6445 0.2450 5.1795
C -4.6147 1.0217 5.5576
C -3.3857 1.2894 4.7253
C -3.7158 0.1618 2.8889
C -5.0065 -0.5848 2.8754
C -5.8371 -0.5220 3.9166
C -2.6822 0.1773 1.7316
C -2.4405 -0.0487 0.2046
H -4.6751 1.4955 6.5294
H -2.6787 1.9443 5.2264
H -5.2697 -1.1914 2.0178
H -6.7621 -1.0818 3.8711
C 3.9682 -2.5118 -2.7018
N 2.6244 -1.9425 -2.5277
C 1.7967 -1.4947 -3.5326
C 0.6635 -1.0657 -2.9324
N 0.7924 -1.2322 -1.5540
C 1.9988 -1.7685 -1.3682
H 4.1659 -2.5913 -3.7658
H 4.0031 -3.5017 -2.2554
H 4.7058 -1.8578 -2.2447
H 2.0872 -1.5329 -4.5676
H -0.2345 -0.6714 -3.3775
H 2.4245 -2.0547 -0.4209
*
```